(P)
The following is a quantum chemistry calculation of a 2-piece molecular cluster, C2H9N2O overall, from the OMol25 dataset.

Structure (XYZ):
```
14
Properties=species:S:1:pos:R:3
C -0.0569 -0.3609 -2.7243
N 0.7078 -0.1640 -1.4482
H -0.9454 0.2707 -2.7351
H -0.4324 -1.3759 -2.7961
H 0.6348 -0.1410 -3.5296
H 1.0919 0.7496 -1.2023
H 0.0921 -0.3566 -0.6459
H 1.4761 -0.8331 -1.4480
C 0.0503 0.5292 2.3484
N -0.9912 0.4585 3.1961
O 0.0272 0.2581 1.1565
H 0.9939 0.7884 2.8586
H -0.8134 0.1447 4.1403
H -1.8349 0.0323 2.8297
```

LUMO level = -0.119 hartree
Charge = +1

=====

(Q)
The following is a quantum chemistry calculation of a 2-piece molecular cluster, C2H9N2O overall, from the OMol25 dataset.

Structure (XYZ):
```
14
Properties=species:S:1:pos:R:3
C 1.1897 -0.2122 0.0318
C 0.2831 -1.1556 0.4052
N 0.3655 -1.6879 1.6504
N 0.8549 0.5122 -1.2086
H 1.9839 0.0663 0.6912
H -0.5901 -1.5502 -0.1298
H -0.0968 -2.5667 1.8009
H 0.8290 -1.2665 2.4421
H 1.6269 1.0525 -1.6309
H 0.0671 1.1738 -1.1457
H 0.5320 -0.1302 -1.9416
H -2.9903 1.4524 -0.2619
H -1.9215 2.5579 -0.0997
O -2.1334 1.7542 -0.6037
```

LUMO level = -0.121 hartree
Charge = +1

=====

Here is how they stack up, most stable first: (P), (Q).

=====

(P)
The following is a quantum chemistry calculation of a 2-piece molecular cluster, C6H12NO overall, from the OMol25 dataset.

Structure (XYZ):
```
20
Properties=species:S:1:pos:R:3
C -2.5768 -0.3627 -0.0571
O -3.5696 0.3148 0.0140
C -1.1971 0.1183 -0.3959
C -0.1438 -0.9153 0.0011
C 1.2750 -0.3807 -0.1615
C 2.1286 -1.0245 -1.0451
C 2.8441 1.1632 0.5523
N 1.5181 0.6430 0.6370
H -2.6580 -1.4638 -0.1102
H -1.9384 0.6284 2.3498
H -1.0242 1.1258 -0.0437
H -1.8673 0.0375 -1.3089
H -0.2889 -1.0859 1.0685
H -0.2751 -1.8630 -0.5152
H 3.1874 -0.7969 -1.0239
H 1.7821 -1.8539 -1.6340
H 3.1272 1.4345 -0.4818
H 2.9737 2.0231 1.2129
H 3.5944 0.3929 0.8568
H -2.4328 1.1647 2.1853
```

LUMO level = 0.139 hartree
Charge = -1

=====

(Q)
The following is a quantum chemistry calculation of an isolated ion of composition C6H12NO and charge -1, from the OMol25 dataset.

Structure (XYZ):
```
20
Properties=species:S:1:pos:R:3
C 1.5213 1.6704 1.6891
O 0.3818 2.4769 1.4318
C 1.3890 0.2973 1.0205
C 0.1854 -0.5599 1.4801
C -0.4073 -1.4412 0.3872
N -1.1881 -0.5037 -3.1911
C -1.2652 -1.4078 -2.0285
C -0.7556 -0.8783 -0.8459
H 1.6791 1.6409 2.7716
H 2.3699 2.1172 1.1624
H 1.2224 0.5083 -0.0308
H 2.2866 -0.3003 1.1806
H 0.5337 -1.1750 2.3163
H -0.6421 0.0245 1.9150
H -0.5972 -2.5004 0.5323
H -0.4051 1.9200 1.4339
H -1.9386 0.1628 -3.2528
H -1.0849 -1.0145 -4.0537
H -1.3211 -2.4832 -2.1494
H -0.3746 0.1340 -0.9993
```

LUMO level = 0.141 hartree
Charge = -1

=====

Here is how they stack up, most stable first: (Q), (P).